Entry 1:
Below is C22H23BrN3O3PRu as an isolated structure in a non-equilibrium geometry, with properties calculated with the ωB97M-V functional and the def2-TZVPD basis.

Element x y z (Å)
Ru: 0.127330 0.619443 -0.029223
O: 0.108625 0.656082 -1.968750
C: -0.093090 -0.471358 -2.664256
C: 0.097502 -0.394047 -4.045192
C: -0.094434 -1.491187 -4.859269
C: -0.495019 -2.708321 -4.326691
C: -0.698814 -2.801024 -2.968107
C: -0.505172 -1.709402 -2.111718
C: -0.771649 -1.957782 -0.707727
N: -0.624111 -1.120960 0.235498
N: -0.850378 -1.487161 1.564032
C: -0.445659 -0.571159 2.383583
O: 0.079406 0.591946 2.028419
C: -0.571149 -0.815422 3.836342
C: -0.167713 0.167453 4.737441
C: -0.270703 -0.056201 6.101699
C: -0.778091 -1.258252 6.571362
C: -1.185233 -2.239602 5.675210
C: -1.083612 -2.023105 4.313087
H: 0.410014 0.556747 -4.455874
H: 0.067982 -1.400345 -5.925508
H: -0.645997 -3.562594 -4.970858
H: -1.017309 -3.738972 -2.529353
H: -1.126765 -2.937665 -0.397166
H: 0.216905 1.105880 4.362461
H: 0.041914 0.709879 6.798610
H: -0.859216 -1.431919 7.636125
H: -1.582376 -3.176200 6.042745
H: -1.395807 -2.779651 3.607408
Br: -5.112126 4.825872 0.128487
C: -3.687788 3.610489 0.086390
C: -3.533785 2.675403 1.099903
C: -2.468501 1.804809 1.035391
N: -1.579114 1.823942 0.030697
C: -1.748959 2.715205 -0.958533
C: -2.779111 3.630377 -0.961306
H: -4.228281 2.620032 1.924958
H: -2.301820 1.071552 1.809723
H: -1.041309 2.659326 -1.775400
H: -2.873229 4.334541 -1.774545
C: 2.959339 2.108616 1.352851
P: 3.162500 0.369008 0.946053
C: 3.222564 -0.536781 2.493630
C: 4.754356 0.165708 0.146677
O: 2.074092 -0.104702 -0.022299
H: 3.743328 2.426566 2.041371
H: 1.993544 2.250185 1.839952
H: 3.027687 2.708272 0.444612
H: 4.053082 -0.167002 3.096683
H: 3.378077 -1.595240 2.285506
H: 2.289138 -0.405013 3.041016
H: 5.537184 0.592691 0.774986
H: 4.747611 0.670550 -0.818301
H: 4.956240 -0.893504 -0.007132

Forces on atoms 1 to 3 (eV/Å):
0.6 1.2 -0.3
-0.1 -0.5 0.5
0.0 0.2 -0.1

Results
Total charge   +1
Spin multiplicity   2
ΔE to the lowest compared entry with this formula, charge and spin   0.0 kJ/mol
E   -115709.90793 eV
⟨S²⟩   0.7557
Orbital gap (spin up / spin down)   7.64 / 6.78 eV
HOMO (spin up / spin down)   -0.395 / -0.398 Eh
Molecular weight   589.39 g/mol

Atomic partial charges in e from the Mulliken method, atoms 1 to 8:
1. Ru 0.28
2. O -0.62
3. C 0.75
4. C -0.56
5. C -0.42
6. C -0.77
7. C -0.88
8. C 0.66

Entry 2:
Below is C22H23BrN5O2RuS3 as an isolated structure in a non-equilibrium geometry, with properties calculated with the ωB97M-V functional and the def2-TZVPD basis.

Element x y z (Å)
Ru: 0.315394 -0.240015 0.026114
S: 0.708493 -0.132820 2.326266
C: 2.289641 0.325670 1.946374
S: 2.663335 0.157616 0.319187
C: 3.213492 0.843042 2.945841
C: 4.287123 0.041529 3.367152
N: 5.139492 -0.663913 3.711423
C: 3.011332 2.138924 3.446565
N: 2.832358 3.222023 3.817157
C: 0.167796 0.606516 -4.280572
C: 0.094415 0.884527 -2.803960
O: 0.184454 -0.109642 -2.061016
C: -0.090034 2.232137 -2.318330
C: -0.289624 3.280728 -3.250295
C: -0.499887 4.571570 -2.858454
C: -0.506102 4.865486 -1.481239
C: -0.302636 3.887136 -0.550672
C: -0.085846 2.538156 -0.932312
O: 0.122287 1.699231 0.038012
H: 0.367574 -0.452107 -4.421876
H: 0.959878 1.191151 -4.747644
H: -0.773174 0.864014 -4.768186
H: -0.279300 3.049757 -4.306601
H: -0.650542 5.353253 -3.589058
H: -0.668772 5.884023 -1.151321
H: -0.281685 4.104923 0.509278
Br: -6.441548 -0.758866 -0.173663
C: -4.567709 -0.633850 -0.093030
C: -3.961151 0.566440 0.227388
C: -2.580542 0.604279 0.295357
N: -1.810148 -0.466496 0.064897
C: -2.414513 -1.614130 -0.260701
C: -3.786304 -1.747941 -0.348680
H: -4.539281 1.457822 0.420652
H: -2.052848 1.512858 0.551911
H: -1.761416 -2.448775 -0.457664
H: -4.227995 -2.696670 -0.616529
C: 0.360065 -6.194052 -0.912581
N: 0.057064 -4.782227 -1.174351
C: 0.544849 -4.344729 -2.480614
C: 0.111059 -3.901699 -0.131626
S: 1.116108 -2.532183 -0.203574
N: -0.614194 -4.201909 0.954878
C: -0.470536 -3.459774 2.202856
C: -1.733527 -5.133530 0.935383
H: 1.380641 -6.408459 -1.238414
H: -0.325332 -6.844131 -1.457312
H: 0.290504 -6.415183 0.147769
H: 0.179610 -5.055239 -3.221974
H: 1.636009 -4.312493 -2.516081
H: 0.163531 -3.353689 -2.711710
H: 0.527548 -3.040553 2.279882
H: -0.649869 -4.144411 3.031210
H: -1.193454 -2.641281 2.253833
H: -1.956303 -5.437707 -0.082799
H: -2.607134 -4.631963 1.356676
H: -1.524772 -6.017504 1.540322

Forces on atoms 1 to 3 (eV/Å):
0.9 -1.1 0.7
-0.6 0.3 -0.6
1.0 0.4 0.7

Results
Total charge   0
Spin multiplicity   2
ΔE to the lowest compared entry with this formula, charge and spin   206.5 kJ/mol
E   -139862.19557 eV
⟨S²⟩   0.7577
Orbital gap (spin up / spin down)   5.71 / 5.00 eV
HOMO (spin up / spin down)   -0.232 / -0.232 Eh
Molecular weight   666.63 g/mol

Atomic partial charges in e from the Mulliken method, atoms 1 to 8:
1. Ru 0.87
2. S -0.36
3. C 0.98
4. S -0.29
5. C -0.28
6. C 0.19
7. N -0.60
8. C 0.16

Entry 3:
Below is C22H23Cl5N6NiO3S3 as an isolated structure in a non-equilibrium geometry, with properties calculated with the ωB97M-V functional and the def2-TZVPD basis.

Element x y z (Å)
Ni: -1.464920 0.605402 0.045898
Cl: 4.565442 -0.327239 4.513331
C: 3.381430 0.236458 3.469010
C: 2.153629 0.731467 4.029957
Cl: 1.909373 0.801674 5.741312
C: 1.055243 0.913847 3.227102
Cl: -0.444414 1.492388 3.791324
C: 1.109146 0.429997 1.847557
O: 0.008352 0.120675 1.287410
C: 2.404759 0.264748 1.243034
Cl: 2.596572 0.084811 -0.443490
C: 3.507249 0.147325 2.074602
Cl: 5.002878 -0.206264 1.373196
N: 0.241102 -0.717594 -3.473632
C: -0.902532 -0.314832 -2.822048
N: -1.953946 0.130586 -3.496844
O: -0.881394 -0.432743 -1.559987
H: 0.250889 -0.949699 -4.477069
H: 0.990244 -1.095911 -2.895949
H: -1.889505 0.257412 -4.525520
H: -2.779036 0.463961 -3.017168
S: 1.400041 6.494542 1.693514
C: 0.552707 5.453383 0.746386
S: -0.433647 4.187167 1.448792
C: -1.056715 3.718161 -0.149532
N: -0.622077 4.512603 -1.161278
N: 0.438993 5.312727 -0.611570
C: 1.032174 6.140827 -1.624711
C: 1.609854 7.434246 -1.300932
C: 2.196613 8.137426 -2.334568
C: 2.143845 7.637950 -3.642333
C: 1.407342 6.449032 -3.935661
C: 1.067939 5.624765 -2.926157
S: -2.215478 2.530720 -0.559465
H: 1.361191 7.823253 -0.293602
H: 2.802227 9.079148 -2.209558
H: 2.541661 8.211548 -4.550503
H: 1.130823 6.198112 -4.917099
H: 0.710767 4.647417 -3.094277
C: -0.348185 -6.188285 3.136985
C: -0.799226 -6.715251 1.818694
O: -0.664427 -5.812757 0.736883
C: -0.715758 -6.470535 -0.511692
C: -0.213549 -5.479879 -1.572871
H: -0.854409 -6.673306 3.956683
H: -0.481823 -5.099731 3.262555
H: 0.767123 -6.378906 3.230884
H: -1.868405 -7.094818 1.824769
H: -0.166618 -7.666244 1.642440
H: -1.791064 -6.785693 -0.612931
H: -0.100591 -7.399399 -0.547024
H: -0.859424 -4.569908 -1.660649
H: -0.268495 -5.880647 -2.607782
H: 0.812261 -5.159712 -1.395991
N: -2.731440 -2.995496 1.556411
C: -3.902554 -2.307410 1.897336
C: -3.750805 -1.037817 1.407039
N: -2.467944 -0.920763 0.889083
C: -1.906908 -2.115389 0.959550
H: -2.561403 -4.023657 1.616830
H: -4.764072 -2.762598 2.370675
H: -4.385380 -0.189428 1.515284
H: -0.905747 -2.501864 0.577358

Forces on atoms 1 to 3 (eV/Å):
1.2 -1.2 1.0
1.2 -0.3 0.7
-1.9 1.0 -0.3

Results
Total charge   0
Spin multiplicity   3
ΔE to the lowest compared entry with this formula, charge and spin   115.2 kJ/mol
E   -174430.69086 eV
⟨S²⟩   2.0050
Orbital gap (spin up / spin down)   6.97 / 6.71 eV
HOMO (spin up / spin down)   -0.263 / -0.263 Eh
Molecular weight   751.62 g/mol

Atomic partial charges in e from the Mulliken method, atoms 1 to 8:
1. Ni 0.01
2. Cl -0.22
3. C 0.06
4. C 0.23
5. Cl -0.20
6. C 0.14
7. Cl -0.14
8. C -0.20